The following is a quantum chemistry calculation of a structure of composition C51H60BN12PS4Ti, from OMol25.

Results
Energy above the lowest of the compared OMol25 structures with the same formula, charge and spin = 74.4 kJ/mol
Strongest force on any atom = 0.02238 Eh/bohr
Charge = +2
HOMO level (alpha / beta) = -11.99 / -11.94 eV

Geometry as XYZ:
```
130
Properties=species:S:1:pos:R:3:forces:R:3:lowdin_charge:R:1
Ti 0.0846 0.2485 -0.0046 -0.2 -0.1 1.1 0.31
C 5.1494 1.5850 0.9175 0.0 0.0 0.0 -0.04
C 5.1583 1.2797 2.4107 -0.1 0.0 0.0 -0.53
C 6.2063 2.1639 3.0804 0.0 0.0 -0.1 -0.04
C 5.4959 -0.1850 2.6813 0.0 0.0 0.0 -0.03
N 3.8152 1.5766 3.0276 0.0 0.0 0.0 0.02
C 3.6517 2.3831 4.1401 -0.1 0.0 0.1 -0.02
C 2.4073 2.1773 4.6097 0.1 0.0 0.0 -0.02
N 1.7917 1.2473 3.7974 0.0 0.0 0.1 0.04
B 0.4906 0.5540 4.2760 0.0 0.0 0.0 -0.55
N -0.8090 1.3119 3.9138 0.1 -0.1 0.0 0.03
C -1.8627 1.3390 4.7955 0.0 0.0 0.0 -0.02
C -2.8537 2.0610 4.2366 0.0 0.0 0.0 -0.01
N -2.4086 2.4838 2.9997 0.0 0.0 -0.1 0.03
C -1.1574 1.9993 2.8211 0.0 0.1 -0.1 -0.63
S -0.1235 2.2676 1.4595 0.0 0.1 0.0 0.76
C -3.2365 3.3134 2.0548 0.0 0.0 0.1 -0.52
C -3.5500 2.4736 0.8200 0.0 0.0 0.0 -0.02
C -2.4932 4.6024 1.7132 0.0 0.0 0.0 -0.03
C -4.5467 3.6799 2.7453 0.0 0.0 0.0 -0.04
N 0.4573 -0.9594 3.8902 -0.1 0.0 0.0 0.03
C 1.1541 -1.8467 4.6721 0.0 0.0 0.0 -0.02
C 0.8687 -3.0898 4.2437 0.0 0.0 0.1 -0.02
N -0.0293 -2.9814 3.2001 0.1 0.1 -0.1 0.03
C -0.2287 -1.6604 2.9702 -0.1 0.1 0.1 -0.58
S -1.2279 -0.9085 1.7571 0.0 -0.3 -0.2 0.70
C -0.6537 -4.2583 2.6747 0.1 0.1 0.0 -0.52
C 0.4680 -5.0924 2.0624 0.0 -0.1 0.0 -0.02
C -1.2584 -4.9658 3.8905 0.0 -0.1 0.0 -0.02
C -1.7608 -4.0516 1.6512 0.1 0.1 0.0 -0.06
C 2.6487 0.9114 2.8182 0.0 0.0 -0.1 -0.61
S 2.2928 -0.1890 1.5318 -0.3 0.0 -0.1 0.71
H 6.1490 1.3920 0.5266 0.0 0.0 0.0 0.09
H 4.9196 2.6360 0.7370 0.0 0.0 0.0 0.09
H 4.4382 0.9659 0.3762 0.0 0.0 0.0 0.03
H 7.1648 1.9552 2.6088 0.0 0.0 0.0 0.10
H 6.3112 1.9499 4.1432 0.0 0.0 0.0 0.09
H 5.9958 3.2247 2.9430 0.0 0.0 0.0 0.09
H 6.5061 -0.3888 2.3276 0.0 0.0 0.0 0.10
H 4.8094 -0.8565 2.1715 0.0 0.0 0.0 0.05
H 5.4634 -0.3936 3.7515 0.0 0.0 0.0 0.10
H 4.4286 3.0181 4.5165 0.0 0.0 0.0 0.12
H 1.9134 2.5932 5.4680 0.0 0.0 0.0 0.13
H 0.5330 0.5661 5.4766 0.0 0.0 0.0 0.13
H -1.8083 0.8566 5.7534 0.0 0.0 0.0 0.13
H -3.8160 2.3223 4.6280 0.0 0.0 0.0 0.12
H -2.6415 2.0885 0.3637 0.0 0.0 0.0 0.03
H -4.0647 3.0946 0.0854 0.0 0.0 0.0 0.10
H -4.2033 1.6398 1.0802 0.0 0.0 0.0 0.09
H -1.5875 4.4178 1.1438 0.0 0.0 0.0 0.03
H -2.2335 5.1462 2.6217 0.0 0.0 0.0 0.10
H -3.1518 5.2338 1.1169 0.0 0.0 0.0 0.10
H -5.1432 2.8021 2.9924 0.0 0.0 0.0 0.09
H -5.1273 4.2842 2.0506 0.0 0.0 0.0 0.10
H -4.3860 4.2755 3.6436 0.0 0.0 0.0 0.10
H 1.7809 -1.5157 5.4794 0.0 0.0 0.0 0.14
H 1.1973 -4.0403 4.6163 0.0 0.0 0.0 0.13
H 1.2520 -5.3158 2.7845 0.0 0.0 0.0 0.08
H 0.9134 -4.5824 1.2099 0.0 0.0 0.0 0.06
H 0.0525 -6.0411 1.7234 0.0 0.0 0.0 0.10
H -0.4960 -5.3420 4.5709 0.0 0.0 0.0 0.08
H -1.8447 -5.8181 3.5512 0.0 0.0 0.0 0.10
H -1.9180 -4.2954 4.4417 0.0 0.0 0.0 0.10
H -1.4050 -3.5876 0.7375 0.1 0.1 -0.1 0.03
H -2.5878 -3.4644 2.0433 0.0 0.1 0.0 0.08
H -2.1400 -5.0440 1.4030 0.0 0.0 0.0 0.10
N -2.4647 0.3580 -2.4074 -0.1 -0.1 0.0 -0.10
P -1.8250 -0.9339 -1.5193 0.1 0.1 0.0 0.99
C -3.3471 -1.8053 -1.0536 0.0 -0.1 -0.1 -0.33
C -3.9472 -2.6888 -1.9547 0.0 0.0 0.0 -0.08
C -5.1879 -3.2393 -1.6719 0.0 0.0 0.0 -0.05
C -5.8432 -2.9109 -0.4944 0.0 0.0 0.0 -0.05
C -5.2635 -2.0165 0.3940 0.0 0.0 0.0 -0.06
C -4.0246 -1.4622 0.1156 0.0 0.1 0.0 -0.13
C -1.0734 -1.9486 -2.8325 0.0 0.1 0.0 -0.39
C -0.5472 -1.3084 -3.9514 0.0 0.0 0.0 -0.09
C 0.0746 -2.0445 -4.9531 0.0 0.0 0.0 -0.07
C 0.1683 -3.4226 -4.8426 0.0 0.0 0.0 -0.08
C -0.3362 -4.0646 -3.7174 0.0 0.0 0.0 -0.06
C -0.9425 -3.3318 -2.7122 0.0 0.0 0.0 -0.13
C -1.9785 1.6356 -2.3411 0.0 0.0 0.0 -0.38
C -2.5651 2.6170 -3.1561 0.0 -0.1 0.0 0.00
C -2.1087 3.9048 -3.0870 0.0 0.1 0.0 -0.03
C -1.0750 4.1998 -2.1978 0.0 0.0 0.0 -0.04
C -0.5599 3.1838 -1.4402 0.0 0.0 0.0 -0.19
N -0.9730 1.8916 -1.4906 0.1 0.1 -0.1 0.03
H -3.2324 0.1948 -3.0452 0.0 0.0 0.0 0.13
H -3.4543 -2.9530 -2.8799 0.0 0.0 0.0 0.10
H -5.6420 -3.9236 -2.3755 0.0 0.0 0.0 0.12
H -6.8090 -3.3450 -0.2745 0.0 0.0 0.0 0.12
H -5.7781 -1.7471 1.3065 0.0 0.0 0.0 0.11
H -3.5951 -0.7565 0.8126 0.0 0.0 0.0 0.03
H -0.6307 -0.2332 -4.0588 0.0 0.0 0.0 0.10
H 0.4637 -1.5394 -5.8272 0.0 0.0 0.0 0.11
H 0.6239 -4.0007 -5.6356 0.0 0.0 0.0 0.11
H -0.2606 -5.1394 -3.6258 0.0 0.0 0.0 0.12
H -1.3253 -3.8416 -1.8370 0.0 0.0 0.0 0.11
H -3.3699 2.3363 -3.8213 0.0 0.0 0.0 0.12
H -2.5473 4.6742 -3.7082 0.0 0.0 0.0 0.12
H -0.6768 5.1976 -2.0933 0.0 0.0 0.0 0.12
H 0.2268 3.4076 -0.7425 0.0 0.0 0.0 0.04
S 0.8315 -2.0266 -0.3128 -0.1 0.1 0.1 0.65
C 1.9188 -1.7024 -1.6232 0.3 -0.4 -0.3 -0.73
N 2.4456 -2.7508 -2.2725 0.0 0.3 -0.1 0.12
N 3.3776 -2.6701 -3.1494 0.0 -0.1 0.2 0.08
C 4.3367 -1.6568 -3.4920 -0.1 0.0 0.0 -0.22
C 4.9592 -0.8678 -2.5324 0.0 0.0 -0.1 -0.03
C 5.9367 0.0184 -2.9411 0.0 0.0 0.0 -0.06
C 6.2968 0.1130 -4.2827 0.0 0.0 0.0 -0.06
C 5.6865 -0.6990 -5.2228 0.0 0.0 0.0 -0.06
C 4.7049 -1.5974 -4.8256 0.0 0.1 0.0 -0.02
N 2.2127 -0.4577 -1.9945 0.0 0.1 0.2 0.07
N 1.6110 0.4689 -1.3381 0.3 -0.1 -0.8 -0.14
C 2.0749 1.7747 -1.7282 -0.1 -0.1 0.0 -0.28
C 2.0966 2.1221 -3.0739 0.0 0.0 0.0 -0.02
C 2.5033 3.3933 -3.4355 0.0 0.0 0.0 -0.05
C 2.8857 4.3119 -2.4608 0.0 0.0 0.0 -0.06
C 2.8684 3.9495 -1.1241 0.0 0.0 0.0 -0.06
C 2.4601 2.6738 -0.7498 0.1 0.1 0.0 -0.10
H 3.5270 -3.5606 -3.6103 0.0 0.0 0.1 0.17
H 4.6905 -0.9394 -1.4878 0.0 0.0 0.0 0.11
H 6.4295 0.6375 -2.2049 0.0 0.0 0.0 0.11
H 7.0635 0.8108 -4.5886 0.0 0.0 0.0 0.11
H 5.9702 -0.6413 -6.2641 0.0 0.0 0.0 0.11
H 4.2227 -2.2400 -5.5515 0.0 0.0 0.0 0.12
H 1.7965 1.3971 -3.8196 0.0 0.0 0.0 0.11
H 2.5234 3.6713 -4.4803 0.0 0.0 0.0 0.11
H 3.2022 5.3045 -2.7496 0.0 0.0 0.0 0.11
H 3.1745 4.6557 -0.3636 0.0 0.0 0.0 0.12
H 2.4516 2.3789 0.2916 0.0 0.0 0.0 0.06
```
Positions in Å, forces in eV/Å.